Entry 1:
Formula: C31H30N5O7SSb2Se2Sn
Source: OMol25
Level of theory: the ωB97M-V functional and the def2-TZVPD basis

```
79
C31H30N5O7SSb2Se2Sn the ωB97M-V functional and the def2-TZVPD basis
H -3.25536 3.61805 -0.35499
H 5.96513 -1.14021 -0.95422
C 1.41826 4.20434 2.49171
C 3.84468 1.49780 -0.82927
C 2.35647 -5.01037 -1.39396
O 1.80414 -0.88335 1.40278
H 0.60127 4.88681 2.71864
C -2.76887 3.60127 0.61204
H -2.17885 -0.37851 0.81768
H -5.25869 0.04151 1.86680
C -0.43856 -3.09490 0.21911
N -1.32010 -6.43750 1.41504
Sn 0.43926 -0.37694 -0.95580
N -0.81826 -1.80351 0.22175
C -3.75179 0.62491 3.36159
C -4.22676 1.77559 1.27616
C -2.69990 -2.34487 1.55393
C -0.71462 -5.44603 0.81981
C 5.28200 1.67105 -2.75207
C -2.33164 -3.67032 1.55963
Sb 0.62166 2.28621 1.97360
N 0.79778 -7.04934 0.05967
C -3.18701 2.76338 1.56855
H -1.36492 2.58628 -5.30592
H -1.83550 4.73082 2.98445
C -2.84944 1.54032 3.73476
H 1.97658 4.58565 1.64145
C 1.21612 -4.75122 -0.63234
O 2.07165 2.98959 -0.35763
H 2.71329 -6.02839 -1.47787
C 2.48946 -2.68230 -1.88376
C -1.91346 -1.42815 0.86724
Sb -1.55802 1.96522 -2.77639
C 5.49435 -0.21500 -1.25876
O -1.98088 -2.61811 -2.22563
H -4.18591 2.23049 -2.20922
O -2.43856 -1.05342 -4.41494
H 3.76414 3.10479 -2.22425
H 0.21613 1.94512 4.58945
C 5.89657 0.47301 -2.38852
H -2.92143 -4.41962 2.07106
Se -0.40809 -7.91129 1.03407
H -4.75873 1.87098 0.33716
C -1.17419 -4.06394 0.88363
O -0.03473 -0.95946 -3.04597
C 2.75530 2.04590 0.00273
H -1.94536 4.28790 0.75860
H 6.70252 0.07590 -2.99136
C -4.49180 0.76538 2.11342
H 0.74307 0.38120 3.94917
H 2.95715 -1.83374 -2.36916
H -3.98886 1.74391 -3.90784
Se -1.68149 -1.28196 -3.04041
C 4.46779 0.30815 -0.48679
C 0.92666 1.45415 3.92479
H 5.60872 2.20187 -3.63507
H -3.96747 -0.21120 4.01524
H -2.34366 1.45770 4.68931
H -3.73621 3.43907 -3.42841
H 2.06454 4.11739 3.36319
N 1.41297 -2.43237 -1.15322
C 2.99616 -3.96788 -2.02741
O -2.03967 0.10601 -2.01257
O 4.08717 -0.43131 0.60664
N 2.53483 1.49647 1.25206
H 3.87535 -4.13127 -2.63338
C 0.76873 -3.43834 -0.53861
S 2.96201 -0.02768 1.73191
C -1.93180 3.77220 3.47525
H -3.59118 -2.00494 2.05949
C -3.61674 2.39941 -3.12165
C 4.26208 2.17811 -1.97376
H 1.93305 1.66747 4.28399
H -1.60024 0.82257 -5.26640
C 0.46485 -5.78693 0.06575
C -2.59782 2.73894 2.93355
H -1.53528 3.68702 4.47966
C -1.06158 1.65305 -4.82316
H 0.01155 1.52141 -4.93576
```

Values from the calculation:
E_tot: -7895.3275 Ha
Net charge: +1
Multiplicity: 1
HOMO energy: -10.4 eV
Energy relative to the best compared isomer or geometry (same formula, charge and spin): 1.289 eV
Lowest unoccupied orbital energy: -3.488 eV

Computed Löwdin charges, given in elementary charges:
1 H 0.05
2 H 0.13
3 C -0.28
4 C -0.10
5 C 0.05
6 O -0.53
7 H 0.00
8 C 0.07
9 H 0.11
10 H 0.11
11 C -0.15
12 N -0.21
13 Sn 1.27
14 N -0.04
15 C -0.08
16 C -0.05
17 C 0.01
18 C -0.33
19 C -0.06
20 C 0.06
21 Sb 1.42
22 N -0.22
23 C -0.26
24 H 0.02
25 H 0.07
26 C -0.06
27 H 0.00
28 C -0.06
29 O -0.02
30 H 0.13
31 C -0.08
32 C -0.08
33 Sb 1.36
34 C 0.00
35 O -0.39
36 H -0.01
37 O -0.39
38 H 0.13
39 H -0.01
40 C -0.05
41 H 0.13
42 Se 1.18
43 H 0.11
44 C -0.06
45 O -0.60
46 C -0.60
47 H 0.07
48 H 0.11
49 C -0.09
50 H 0.00
51 H 0.13
52 H 0.02
53 Se 0.80
54 C -0.26
55 C -0.33
56 H 0.11
57 H 0.11
58 H 0.11
59 H 0.01
60 H 0.02
61 N -0.01
62 C 0.00
63 O -0.76
64 O -0.23
65 N -0.35
66 H 0.12
67 C -0.13
68 S 0.92
69 C 0.03
70 H 0.10
71 C -0.31
72 C 0.01
73 H 0.01
74 H 0.00
75 C -0.33
76 C -0.30
77 H 0.08
78 C -0.32
79 H 0.01

***

Entry 2:
Formula: C31H31AlN4O3S
Source: OMol25
Level of theory: the ωB97M-V functional and the def2-TZVPD basis

```
71
C31H31AlN4O3S the ωB97M-V functional and the def2-TZVPD basis
C -0.00050 -0.30121 5.11787
H 0.02737 -2.69028 7.51607
C 3.96696 4.73808 -0.15650
H 1.13810 2.64219 2.02279
H -3.99478 -5.68468 1.39582
C 1.47896 -3.77104 -0.22206
C 3.23998 2.72950 3.56758
N 2.72672 2.64769 -0.74922
C -3.42310 -2.15731 -0.32101
H 4.51940 1.15492 4.24744
C 0.07902 -0.03824 2.49107
C -1.53664 -3.62577 -0.27521
O -3.33172 -5.55660 0.71229
H 0.11546 -2.44998 5.06965
C -2.54994 -1.09501 -0.23280
C 2.86936 -3.73598 -0.14038
O 3.88066 1.29179 1.77720
C -0.10305 0.82747 5.93562
C 2.78674 4.48850 5.14353
C 0.04430 -1.57232 5.69816
C 4.18767 2.63154 5.77703
H 4.38230 -4.99007 -0.94370
C -0.15010 0.68445 7.31036
H -4.84877 -4.37784 -0.12669
C 3.49538 -2.49402 -0.05122
N 1.98375 2.51175 1.48145
C 0.04106 -0.15009 3.70205
H 3.28135 -6.91747 -0.21229
N 1.38520 -1.39966 -0.01542
H 4.23588 -5.01549 0.81570
H 3.69197 4.26486 7.07366
H 2.03542 4.47530 3.14498
H 4.66398 2.70424 0.05338
H -2.90427 -0.07208 -0.22637
C 3.56349 3.83297 6.09000
H 2.31650 5.43168 5.38831
C 4.03510 2.08355 4.51814
H 3.13989 6.64587 -0.73347
C -3.81052 -4.67213 -0.27974
H 3.17942 -0.37977 0.11444
H 2.40432 2.50949 -1.69714
C -2.92115 -3.45413 -0.30973
S 0.23945 1.91303 -0.47883
Al 0.10209 -0.07193 0.59780
C 4.04713 3.28339 -0.62472
C 3.07737 5.60462 -1.04440
H 3.39391 5.55024 -2.08744
H -1.13622 -4.62922 -0.28461
C 3.65935 -5.00531 -0.11885
O 2.78147 -6.09581 -0.20452
H 4.49464 3.23768 -1.61594
C 1.81629 2.36545 0.14873
H -0.14436 -0.68888 8.95850
C 0.76446 -2.59455 -0.14930
H -4.48850 -1.98064 -0.37776
N -1.22442 -1.26964 -0.15179
H -0.15598 1.80943 5.48808
H 4.98721 5.12282 -0.17076
C 3.13233 2.11834 2.24386
H 1.00052 -4.73253 -0.33041
C -0.00549 -1.70326 7.07449
C 2.72572 -1.35707 0.01406
H -3.74671 -5.17371 -1.25100
C -0.10067 -0.57904 7.88334
H 4.79854 2.12693 6.51290
H 4.57428 -2.41956 -0.02272
H -0.23398 1.56456 7.93472
H 2.02933 5.30440 -0.98409
C -0.71325 -2.52459 -0.19749
H 3.62234 4.78142 0.88003
C 2.61571 3.93844 3.88666
```

Values from the calculation:
E_tot: -2284.8916 Ha
Net charge: +2
Multiplicity: 1
HOMO energy: -13.2 eV
Lowest unoccupied orbital energy: -6.323 eV

Computed Löwdin charges, given in elementary charges:
1 C -0.26
2 H 0.11
3 C -0.22
4 H 0.14
5 H 0.11
6 C 0.10
7 C -0.16
8 N 0.07
9 C 0.04
10 H 0.13
11 C -0.02
12 C 0.09
13 O -0.03
14 H 0.12
15 C -0.03
16 C -0.12
17 O 0.11
18 C -0.03
19 C -0.05
20 C -0.03
21 C -0.04
22 H 0.15
23 C -0.06
24 H 0.14
25 C 0.04
26 N 0.13
27 C -0.06
28 H 0.11
29 N 0.06
30 H 0.15
31 H 0.12
32 H 0.11
33 H 0.11
34 H 0.14
35 C -0.04
36 H 0.12
37 C 0.00
38 H 0.08
39 C -0.18
40 H 0.11
41 H 0.14
42 C -0.12
43 S 0.85
44 Al 0.14
45 C -0.14
46 C -0.09
47 H 0.08
48 H 0.14
49 C -0.19
50 O -0.03
51 H 0.14
52 C -0.68
53 H 0.11
54 C -0.14
55 H 0.14
56 N 0.05
57 H 0.11
58 H 0.12
59 C -0.38
60 H 0.13
61 C -0.06
62 C -0.03
63 H 0.14
64 C -0.06
65 H 0.12
66 H 0.14
67 H 0.11
68 H 0.07
69 C -0.14
70 H 0.10
71 C -0.03

***

Entry 3:
Formula: C31H31CeN7O2S
Source: OMol25
Level of theory: the ωB97M-V functional and the def2-TZVPD basis

```
73
C31H31CeN7O2S the ωB97M-V functional and the def2-TZVPD basis
H -1.59502 -2.22018 -2.71291
C -2.05203 -2.08001 -0.62695
C -2.60908 2.23310 -3.62598
Ce -0.15952 0.21027 -0.30565
C -3.51781 -1.83908 -0.85771
N 1.49027 1.33363 0.93135
H -0.25398 0.16368 5.44270
C -0.15944 -2.47206 0.87663
C 1.80806 2.51185 1.43076
H 3.29556 -1.31505 3.80310
H 4.77292 -1.19979 -3.19300
C 3.24779 -0.06378 -4.21337
C 4.49175 -0.10928 2.44560
H 0.75567 -2.45825 -3.59985
H -0.37256 -2.53775 3.02086
C -3.65504 3.13203 -3.53257
H -2.16924 -2.06351 1.51635
C 0.17982 1.26978 -2.44328
C 3.38325 0.74610 1.91533
C 0.14999 -2.63005 -1.53602
H -4.10404 -2.15980 0.00212
H -5.03551 4.10620 -2.20342
H 0.81990 -3.65629 2.35246
N 1.05503 3.60383 1.28182
N 2.38984 0.32319 1.21280
C -0.86483 0.27253 4.55687
C -0.26176 0.34239 3.31171
C -3.02406 0.88096 0.98776
H -3.85634 -2.39247 -1.73238
C 0.96096 -3.06430 -2.71650
H 0.68740 -4.09360 -2.96057
H -2.74582 0.27998 5.59148
O -4.22271 0.82703 0.92875
H -2.15167 2.01031 -4.58178
H 3.48451 -1.28592 -1.06286
H 4.65140 -0.91190 1.72498
H 5.41327 0.47363 2.47398
H 1.20224 -1.94590 2.46300
N -0.96637 0.49868 2.19111
H 5.01151 -1.25347 4.20630
H -3.74185 -0.78557 -1.03186
C 2.01348 0.56150 -4.08424
C -2.13952 1.58957 -2.48837
C -4.22200 3.39912 -2.29158
N -0.98498 0.72758 -2.69212
H 0.81300 0.26685 3.20653
O 0.38341 2.16776 -1.54761
C 4.17319 -0.66703 3.83439
H -4.21280 2.95813 -0.20306
C -2.24622 0.34224 4.63334
C 0.39702 -2.65460 2.26018
H 0.35060 3.61929 0.55907
C -2.98281 0.50981 3.46564
C -1.18934 -2.27039 -1.70964
C -1.51057 -2.16675 0.66213
H 1.39936 4.50002 1.58436
H 2.02793 -3.05565 -2.50973
H 3.77704 -0.03015 -5.15712
C 0.66207 -2.67186 -0.23508
H 3.98530 0.13155 4.55407
N -2.16398 1.20084 -0.08058
H -4.02405 3.62192 -4.42301
C 3.10553 -0.76270 -1.93213
H -4.06131 0.59065 3.46278
C -2.71640 1.83013 -1.24863
H 1.54794 1.09596 -4.90120
C 1.41763 0.50785 -2.84340
H 1.69838 -2.95048 -0.07674
C 3.80709 -0.71809 -3.12313
C -2.29834 0.60022 2.27368
N 1.92510 -0.15780 -1.80195
S 3.29091 2.44600 2.28225
C -3.75511 2.75735 -1.16018
```

Values from the calculation:
E_tot: -2606.5999 Ha
Net charge: +2
Multiplicity: 1
HOMO energy (alpha / beta): -13.3 / -13.3 eV
Energy relative to the best compared isomer or geometry (same formula, charge and spin): 0.653 eV
Lowest unoccupied orbital energy (alpha / beta): -7.484 / -7.485 eV

Computed Löwdin charges, given in elementary charges:
1 H 0.15
2 C -0.26
3 C -0.01
4 Ce 1.40
5 C 0.01
6 N -0.18
7 H 0.12
8 C -0.29
9 C -0.65
10 H 0.07
11 H 0.13
12 C 0.00
13 C -0.22
14 H 0.10
15 H 0.09
16 C -0.05
17 H 0.14
18 C -0.55
19 C -0.57
20 C -0.26
21 H 0.10
22 H 0.12
23 H 0.11
24 N 0.17
25 N 0.04
26 C -0.01
27 C -0.11
28 C -0.44
29 H 0.10
30 C 0.00
31 H 0.11
32 H 0.13
33 O 0.13
34 H 0.12
35 H 0.12
36 H 0.12
37 H 0.12
38 H 0.06
39 N 0.05
40 H 0.09
41 H 0.08
42 C 0.05
43 C -0.20
44 C -0.05
45 N 0.13
46 H 0.10
47 O -0.03
48 C -0.07
49 H 0.12
50 C 0.00
51 C -0.01
52 H 0.12
53 C 0.05
54 C -0.01
55 C -0.04
56 H 0.13
57 H 0.08
58 H 0.13
59 C -0.03
60 H 0.08
61 N -0.04
62 H 0.12
63 C -0.10
64 H 0.14
65 C -0.20
66 H 0.14
67 C -0.20
68 H 0.14
69 C -0.01
70 C -0.19
71 N 0.04
72 S 1.21
73 C 0.00